<i>
Below is C2H3N3S in the gas phase, with properties calculated with ωB97M-V/def2-TZVPD.

Summary:
orbital gap (alpha / beta)	8.2 / 8.2	eV

Geometry as ORCA input:
```
! wB97M-V def2-TZVPD RIJCOSX def2/J DEFGRID3
* xyz 0 1
C 0.486 -0.691 0.393
C 1.163 0.685 0.784
N 0.140 1.240 -0.275
N -0.491 0.085 -0.223
N -1.660 -0.152 -0.439
S 2.095 -0.445 -0.220
H 0.307 -1.638 0.748
H -0.201 2.153 -0.557
H -1.838 -1.236 -0.211
*
```



<ii>
Below is C2H3N3S in the gas phase, with properties calculated with ωB97M-V/def2-TZVPD.

Summary:
orbital gap (alpha / beta)	8.2 / 6.8	eV

Geometry as ORCA input:
```
! wB97M-V def2-TZVPD RIJCOSX def2/J DEFGRID3
* xyz 0 1
C -0.752 1.392 0.327
C 0.334 -0.804 -0.128
N -2.884 0.377 -0.212
N -1.023 -0.914 -0.017
N -1.737 0.147 -0.007
S 0.757 1.085 -0.203
H -1.192 2.373 0.363
H 0.881 -1.236 0.715
H 0.728 -1.192 -1.072
*
```



<iii>
Below is C2H3N3S in the gas phase, with properties calculated with ωB97M-V/def2-TZVPD.

Summary:
SMILES string	Sn1ccnn1
orbital gap	9.8	eV

Geometry as ORCA input:
```
! wB97M-V def2-TZVPD RIJCOSX def2/J DEFGRID3
* xyz 0 1
S 0.046 -2.328 0.275
N 0.176 -0.605 -0.081
C -0.181 0.349 0.840
C -0.267 1.504 0.113
N 0.177 1.231 -1.172
N 0.432 -0.039 -1.288
H 0.540 -2.651 -0.913
H -0.363 0.081 1.851
H -0.561 2.457 0.374
*
```



<iv>
Below is a molecular structure, C2H3N3S, with properties calculated with ωB97M-V/def2-TZVPD.

Summary:
orbital gap	10.6	eV

Geometry as ORCA input:
```
! wB97M-V def2-TZVPD RIJCOSX def2/J DEFGRID3
* xyz 0 1
C 0.334 1.043 -0.149
C 1.346 -0.739 -0.087
H -2.617 -0.375 1.009
H -0.035 2.068 -0.080
H 2.250 -1.378 -0.135
N -0.597 -0.023 -0.130
N 1.521 0.598 -0.075
N 0.125 -1.151 -0.171
S -2.326 -0.043 -0.181
*
```



According to the calculations, the structures order from most to least stable as <iv>, <iii>, <ii>, <i>.



<i>
Below is a molecular structure, C42H63ClCsIN8O4SSe, with properties calculated with ωB97M-V/def2-TZVPD.

Summary:
orbital gap	5.6	eV

Geometry as ORCA input:
```
! wB97M-V def2-TZVPD RIJCOSX def2/J DEFGRID3
* xyz -2 1
Cs 0.597 1.488 -0.546
C -3.651 -0.953 5.318
C -3.866 -0.204 3.996
C -5.216 -0.615 3.407
C -3.891 1.309 4.259
C -2.718 -0.521 3.043
C -2.912 -1.108 1.805
C -1.807 -1.326 0.992
N -0.569 -0.974 1.304
C -0.369 -0.380 2.485
C -1.410 -0.184 3.383
C 1.015 0.123 2.748
C 1.257 1.021 3.778
C 2.532 1.517 4.007
C 3.530 1.072 3.159
C 3.205 0.199 2.131
N 1.981 -0.262 1.900
C 2.761 2.531 5.120
C 1.857 3.742 4.868
C 2.415 1.890 6.471
C 4.210 3.014 5.162
H -4.468 -0.736 6.010
H -2.716 -0.659 5.796
H -3.620 -2.031 5.148
H -6.012 -0.364 4.112
H -5.258 -1.688 3.214
H -5.416 -0.094 2.469
H -4.717 1.558 4.929
H -4.025 1.856 3.325
H -2.965 1.651 4.720
H -3.875 -1.398 1.408
H -1.979 -1.775 0.020
H -1.208 0.274 4.341
H 0.433 1.367 4.385
H 4.552 1.408 3.252
H 3.961 -0.122 1.423
H 0.801 3.469 4.901
H 2.058 4.169 3.888
H 2.033 4.505 5.631
H 1.374 1.563 6.499
H 2.564 2.610 7.278
H 3.047 1.020 6.662
H 4.492 3.485 4.220
H 4.903 2.195 5.367
H 4.322 3.756 5.956
O 2.351 -2.652 0.131
H 2.012 -2.693 -0.778
H 1.870 -1.902 0.525
N 0.582 1.251 -3.486
C 0.359 1.982 -4.369
N 0.059 2.884 -5.262
C 0.419 2.653 -6.514
N 0.692 2.522 -7.635
N -0.764 -1.457 -2.757
C -0.054 -2.544 -2.452
O 1.170 -2.611 -2.538
C -0.884 -3.695 -1.907
I -0.264 -5.570 -2.707
H -0.253 -0.621 -3.040
H -1.771 -1.449 -2.604
H -1.941 -3.581 -2.123
H -0.727 -3.761 -0.832
C -6.933 3.268 0.516
C -6.275 2.033 -0.045
C -5.041 2.094 -0.672
C -4.419 0.967 -1.204
C -3.069 1.128 -1.834
C -5.052 -0.288 -1.118
Se -4.254 -1.893 -1.776
C -6.306 -0.358 -0.477
C -7.024 -1.668 -0.335
C -6.890 0.792 0.043
H -6.230 4.100 0.558
H -7.308 3.092 1.526
H -7.782 3.581 -0.099
H -4.530 3.049 -0.742
H -2.765 2.174 -1.857
H -3.060 0.733 -2.852
H -2.324 0.571 -1.262
H -6.443 -2.368 0.273
H -7.140 -2.150 -1.308
H -8.005 -1.526 0.123
H -7.855 0.710 0.537
C 3.695 1.417 -6.014
C 3.028 0.128 -6.502
C 2.621 -0.845 -5.402
C 3.753 -1.547 -4.667
N 4.483 -0.668 -3.750
C 4.461 -0.801 -2.400
S 4.506 0.554 -1.415
N 4.450 -2.056 -1.886
C 5.380 -3.111 -2.272
C 4.909 -4.463 -1.746
C 3.716 -5.044 -2.498
C 4.066 -5.552 -3.894
H 3.619 2.189 -6.780
H 4.753 1.277 -5.777
H 3.186 1.800 -5.127
H 3.688 -0.386 -7.211
H 2.132 0.411 -7.057
H 2.003 -1.633 -5.843
H 1.991 -0.338 -4.667
H 4.456 -1.985 -5.388
H 3.318 -2.346 -4.073
H 4.498 0.305 -4.020
H 4.167 -2.085 -0.914
H 6.371 -2.880 -1.860
H 5.489 -3.141 -3.353
H 4.647 -4.346 -0.690
H 5.749 -5.166 -1.788
H 2.927 -4.295 -2.571
H 3.296 -5.866 -1.916
H 4.470 -4.760 -4.526
H 3.174 -5.938 -4.387
H 4.809 -6.355 -3.851
Cl 1.183 6.376 2.321
C -0.111 5.312 1.683
C 0.310 3.869 1.316
O -0.685 3.170 1.006
O 1.506 3.536 1.312
H -0.495 5.792 0.787
H -0.900 5.271 2.429
*
```



<ii>
Below is a molecular structure, C42H63ClCsIN8O4SSe, with properties calculated with ωB97M-V/def2-TZVPD.

Summary:
orbital gap	5.3	eV

Geometry as ORCA input:
```
! wB97M-V def2-TZVPD RIJCOSX def2/J DEFGRID3
* xyz -2 1
Cs 1.811 -0.607 -1.486
C -1.190 6.257 1.777
C -1.658 5.740 0.417
C -1.309 6.788 -0.648
C -3.181 5.550 0.466
C -0.997 4.414 0.050
C -0.080 3.768 0.864
C 0.464 2.555 0.451
N 0.153 1.970 -0.696
C -0.731 2.578 -1.487
C -1.321 3.788 -1.152
C -1.135 1.835 -2.719
C -1.675 2.494 -3.824
C -2.124 1.768 -4.917
C -2.015 0.382 -4.834
C -1.431 -0.188 -3.716
N -0.978 0.517 -2.685
C -2.666 2.424 -6.182
C -3.967 1.737 -6.618
C -1.612 2.272 -7.288
C -2.956 3.912 -5.979
H -1.695 7.200 2.000
H -0.115 6.439 1.788
H -1.427 5.553 2.577
H -1.774 7.746 -0.399
H -1.662 6.487 -1.635
H -0.229 6.934 -0.707
H -3.668 6.489 0.739
H -3.451 4.793 1.204
H -3.576 5.231 -0.498
H 0.226 4.172 1.818
H 1.191 2.031 1.066
H -2.062 4.221 -1.810
H -1.724 3.573 -3.821
H -2.364 -0.263 -5.630
H -1.326 -1.264 -3.635
H -3.805 0.696 -6.897
H -4.385 2.252 -7.486
H -4.706 1.757 -5.815
H -1.400 1.221 -7.490
H -0.674 2.750 -7.000
H -1.965 2.733 -8.215
H -3.653 4.074 -5.154
H -3.403 4.322 -6.887
H -2.044 4.477 -5.776
O 4.135 -2.530 0.251
H 3.840 -1.878 0.917
H 4.846 -2.086 -0.229
N -2.967 -1.485 -0.872
C -3.931 -2.043 -1.215
N -5.025 -2.557 -1.737
C -5.755 -3.354 -0.982
N -6.472 -4.063 -0.401
N 1.782 -2.898 -6.080
C 1.598 -1.871 -5.225
O 1.457 -2.031 -4.028
C 1.545 -0.446 -5.730
I 1.933 -0.105 -7.806
H 1.822 -3.825 -5.691
H 1.922 -2.750 -7.063
H 2.265 0.134 -5.144
H 0.546 -0.059 -5.543
C 4.541 1.033 7.948
C 4.128 0.808 6.516
C 4.905 0.059 5.646
C 4.535 -0.159 4.322
C 5.433 -0.980 3.442
C 3.334 0.383 3.825
Se 2.806 0.044 2.021
C 2.544 1.155 4.700
C 1.248 1.796 4.274
C 2.952 1.349 6.016
H 5.502 0.560 8.155
H 3.809 0.619 8.646
H 4.638 2.099 8.174
H 5.837 -0.373 6.004
H 6.365 -1.223 3.958
H 5.660 -0.445 2.518
H 4.950 -1.911 3.135
H 1.115 1.724 3.198
H 1.225 2.847 4.574
H 0.393 1.301 4.744
H 2.323 1.949 6.669
C 0.856 -4.432 4.887
C 0.262 -3.043 5.117
C 0.616 -1.996 4.060
C -0.048 -2.196 2.703
N 0.532 -3.322 1.987
C -0.146 -4.218 1.254
S 0.561 -5.668 0.744
N -1.437 -3.923 0.986
C -2.338 -4.866 0.334
C -2.880 -5.931 1.289
C -3.928 -5.441 2.292
C -3.406 -4.477 3.355
H 0.663 -5.082 5.744
H 1.939 -4.367 4.755
H 0.448 -4.917 4.000
H 0.612 -2.669 6.084
H -0.829 -3.122 5.195
H 1.699 -1.929 3.924
H 0.311 -1.011 4.422
H 0.035 -1.278 2.118
H -1.108 -2.409 2.863
H 1.524 -3.485 2.072
H -1.695 -2.949 0.891
H -1.813 -5.345 -0.493
H -3.165 -4.286 -0.067
H -2.035 -6.397 1.802
H -3.344 -6.708 0.672
H -4.349 -6.319 2.795
H -4.753 -4.985 1.739
H -2.514 -4.875 3.849
H -4.165 -4.295 4.120
H -3.136 -3.513 2.925
Cl 6.325 -1.383 -2.223
C 4.896 -1.014 -3.239
C 4.479 0.483 -3.245
O 5.351 1.335 -3.120
O 3.234 0.617 -3.435
H 4.084 -1.671 -2.934
H 5.171 -1.280 -4.260
*
```



According to the calculations, the structures order from most to least stable as <i>, <ii>.



<i>
Below is C7H7NO in the gas phase, with properties calculated with ωB97M-V/def2-TZVPD.

Summary:
orbital gap	8.4	eV

Geometry as ORCA input:
```
! wB97M-V def2-TZVPD RIJCOSX def2/J DEFGRID3
* xyz 0 1
C 2.766 0.118 0.146
C 3.874 0.493 -0.138
C -1.765 -1.287 -0.269
C -2.305 -0.003 0.313
C 0.418 -0.529 -0.621
C 1.488 -0.505 0.226
C -0.874 1.764 0.556
N -0.542 -1.479 -0.610
O -1.611 1.052 -0.282
H -2.251 -2.214 -0.413
H -3.332 0.092 0.110
H -1.923 0.020 1.410
H 0.351 0.129 -1.488
H 4.889 0.772 -0.113
H 1.310 -1.002 1.132
H -0.494 2.578 0.041
*
```



<ii>
Below is C7H7NO in the gas phase, with properties calculated with ωB97M-V/def2-TZVPD.

Summary:
SMILES string	C/C=C1\COC=C1C#N
orbital gap	8.6	eV

Geometry as ORCA input:
```
! wB97M-V def2-TZVPD RIJCOSX def2/J DEFGRID3
* xyz 0 1
C 2.271 -0.987 -0.031
C 0.722 -1.012 -0.005
C -0.105 0.091 -0.120
C 0.138 1.554 0.034
O -1.091 2.207 0.118
C -2.019 1.274 -0.102
C -1.551 -0.037 -0.156
C -2.263 -1.277 -0.110
N -2.786 -2.284 0.152
H 2.738 -1.949 -0.121
H 2.688 -0.387 -0.842
H 2.654 -0.537 0.945
H 0.233 -2.009 0.124
H 0.778 1.974 -0.737
H 0.654 1.689 1.028
H -3.062 1.691 -0.177
*
```



<iii>
Below is C7H7NO in the gas phase, with properties calculated with ωB97M-V/def2-TZVPD.

Summary:
SMILES string	[H]/N=C1\C=C[C@@H]2OCC=C12
orbital gap	9.3	eV

Geometry as ORCA input:
```
! wB97M-V def2-TZVPD RIJCOSX def2/J DEFGRID3
* xyz 0 1
H 2.378 2.278 -1.018
N 1.485 1.804 -1.248
C 0.931 1.177 -0.341
C 1.181 1.149 1.113
C 0.351 0.345 1.789
C -0.633 -0.264 0.952
O -0.757 -1.604 0.557
C -1.240 -1.731 -0.806
C -0.576 -0.579 -1.570
C -0.183 0.274 -0.574
H 2.002 1.853 1.474
H 0.134 0.118 2.784
H -1.640 0.099 1.285
H -0.933 -2.726 -0.975
H -2.310 -1.537 -0.841
H -0.191 -0.656 -2.581
*
```



<iv>
Below is C7H7NO in the gas phase, with properties calculated with ωB97M-V/def2-TZVPD.

Summary:
SMILES string	Cc1ccccc1N=O
orbital gap (alpha / beta)	8.1 / 8.1	eV

Geometry as ORCA input:
```
! wB97M-V def2-TZVPD RIJCOSX def2/J DEFGRID3
* xyz 0 1
C 1.747 1.040 -0.126
C 0.463 0.402 0.233
C 0.286 -0.974 0.028
C -0.941 -1.540 -0.118
C -2.058 -0.847 0.141
C -1.950 0.440 0.591
C -0.711 1.153 0.534
N -0.570 2.502 0.837
O -1.554 3.184 1.005
H 2.383 0.485 -0.821
H 2.416 1.272 0.828
H 1.422 2.105 -0.395
H 1.164 -1.651 -0.176
H -0.950 -2.506 -0.573
H -3.031 -1.279 0.164
H -2.930 1.056 0.889
*
```



According to the calculations, the structures order from most to least stable as <ii>, <iv>, <iii>, <i>.



<i>
Below is 2 unconnected molecules or ions with the total composition CH3N2O2, with properties calculated with ωB97M-V/def2-TZVPD.

Summary:
orbital gap	7.6	eV

Geometry as ORCA input:
```
! wB97M-V def2-TZVPD RIJCOSX def2/J DEFGRID3
* xyz -1 1
C -1.203 0.121 -0.095
N -0.560 0.303 1.032
N 2.276 0.206 -0.304
O 2.478 -0.800 -1.064
O -0.916 0.418 -1.273
H -2.171 -0.413 -0.005
H -1.148 -0.125 1.823
H 1.246 0.292 -0.115
*
```



<ii>
Below is 2 unconnected molecules or ions with the total composition CH3N2O2, with properties calculated with ωB97M-V/def2-TZVPD.

Summary:
orbital gap	5.9	eV

Geometry as ORCA input:
```
! wB97M-V def2-TZVPD RIJCOSX def2/J DEFGRID3
* xyz -1 1
C -1.577 0.140 0.017
N 1.493 0.136 -0.213
N 0.505 -1.017 0.109
O -2.329 -0.750 -0.117
O -1.283 1.293 0.089
H 1.555 0.086 -1.231
H 1.091 0.947 0.226
H 0.544 -0.836 1.120
*
```



According to the calculations, the structures order from most to least stable as <ii>, <i>.